No. 1
# C39H37N2O6S2

A cluster of 2 separate species, C39H37N2O6S2 in total at a distorted geometry (ωB97M-V/def2-TZVPD, the Open Molecules 2025 dataset).

Summary:
E   -77975.830 eV
E_LUMO   1.47 eV
HOMO-LUMO gap   3.1 eV
HOMO   -1.622 eV

Structure (ORCA input):
```
! RIJCOSX wB97M-V def2-TZVPD def2/J DEFGRID3
* xyz -1 1
S -0.3933 0.7020 1.6633
S -0.0157 2.3448 4.2732
O -0.2244 1.8085 5.5979
O 1.6467 0.6038 -3.5554
O -0.3911 -0.7193 1.4015
O 0.3981 2.3957 -2.8490
O -1.0691 3.0770 3.6039
O 0.1308 1.6298 0.6768
N 3.8424 -3.8676 0.5042
N -1.6407 0.4443 -3.5426
C 1.5804 0.2705 3.5530
C 3.3174 4.3438 5.4674
C -4.7618 1.8705 2.2461
C 1.3576 3.4909 4.3520
C -2.1077 1.1628 1.8851
C -0.8902 -2.2364 -3.3209
C -2.8370 0.5590 2.9047
C -2.6021 -0.4710 -3.4979
C -2.6968 2.0539 0.9900
C 2.6202 5.2797 3.3465
C 3.4174 -2.7948 1.2327
C -0.5496 0.6191 -4.1678
C -6.4228 1.3602 -3.2717
C -4.1694 0.9279 3.0950
C 2.2773 -0.7004 2.7584
C -2.2578 -1.8781 -3.3523
C 2.2308 3.4655 5.4409
C 2.3801 -0.6017 1.3505
C -3.9415 0.0917 -3.5110
C -5.2443 2.0897 -3.0452
C 2.8634 -1.6523 0.5922
C -4.0302 2.4189 1.1872
C 0.5029 1.0224 3.1972
C 0.5187 1.3523 -3.4586
C 2.7145 1.0302 -2.6725
C 3.5149 5.2473 4.4199
C 2.9159 -1.7923 3.3888
C -2.8236 -4.2445 -3.3523
C -3.2132 -2.9138 -3.2051
C 3.3658 -4.1280 -0.8384
C 4.8190 -4.8170 0.9954
C -4.0149 1.4506 -3.1498
C 3.9101 0.1990 -3.0594
C -0.4954 -3.5730 -3.3726
C -5.1180 -0.5882 -3.8923
C 1.5373 4.3979 3.3063
C 3.4948 -2.8072 2.6540
C -1.4677 -4.5801 -3.4612
C -6.3552 0.0224 -3.6871
H 2.1343 0.3371 0.8576
H 4.3655 5.9301 4.4395
H 2.8255 -1.5947 -0.4982
H -0.1241 -1.4642 -3.2547
H 3.3120 -5.2151 -0.9880
H -2.3552 -0.1874 3.5348
H 4.0046 4.3154 6.3113
H 5.6769 -4.8544 0.3052
H 4.3750 -5.8234 1.0362
H 2.0570 2.7622 6.2535
H 2.8933 2.0996 -2.8241
H -2.1078 2.4678 0.1715
H 4.3132 0.5555 -4.0144
H 0.8328 4.4056 2.4755
H 2.9229 -1.8287 4.4754
H -4.7325 0.4750 3.9111
H 4.7123 0.2832 -2.3204
H -1.1623 -5.6192 -3.5911
H 1.9144 0.3737 4.5869
H -4.4804 3.1469 0.5116
H -3.5782 -5.0296 -3.3935
H 2.4171 0.8689 -1.6270
H 2.7549 5.9893 2.5321
H -7.3855 1.8444 -3.1288
H -5.2632 3.1443 -2.7761
H -5.0538 -1.5763 -4.3515
H 4.0562 -3.7219 -1.5948
H -4.2465 -2.6684 -2.9684
H -7.2713 -0.5456 -3.8453
H 3.6498 -0.8600 -3.1761
H -0.2592 0.1616 -5.1288
H 2.3671 -3.6975 -1.0030
H 3.9401 -3.6543 3.1728
H 0.5677 -3.8141 -3.3694
H 5.1880 -4.5381 1.9880
H -3.0867 1.9868 -2.9467
H -5.7969 2.1790 2.4162
*
```

***

No. 2
# CH3Cl2P

A cluster of 2 separate species, CH3Cl2P in total at a distorted geometry (ωB97M-V/def2-TZVPD, the Open Molecules 2025 dataset).

Summary:
E   -35417.365 eV
E_LUMO   0.19 eV
HOMO-LUMO gap   9.5 eV
HOMO   -9.346 eV

Structure (ORCA input):
```
! RIJCOSX wB97M-V def2-TZVPD def2/J DEFGRID3
* xyz 0 1
Cl -2.0601 1.0616 -0.5964
Cl -0.3116 -2.2349 0.2064
P -0.6412 0.6276 0.6940
C 0.3953 -0.6518 -0.0611
H 1.8063 -0.2288 0.4970
H 0.5646 -0.2236 -1.1025
H 0.2468 1.6498 0.3626
*
```

***

No. 3
# C24H57N

A cluster of 4 separate species, C24H57N in total at a distorted geometry (ωB97M-V/def2-TZVPD, the Open Molecules 2025 dataset).

Summary:
E   -27292.333 eV
E_LUMO   0.83 eV
HOMO-LUMO gap   8.9 eV
HOMO   -8.100 eV
Structure (SMILES)   CCN(CC)CC.CCCCCC.CCCCCC.CCCCCC

Structure (ORCA input):
```
! RIJCOSX wB97M-V def2-TZVPD def2/J DEFGRID3
* xyz 0 1
N 2.2286 1.4012 -0.3996
C 1.4769 1.4831 0.9986
C 1.7614 -3.7905 -3.3132
C 3.3940 -5.1599 -0.0644
C -3.4607 -0.5193 -0.1232
C -5.1470 -3.9425 0.0194
C 4.6728 1.6074 0.2596
C 2.2713 2.7372 -1.0561
C -2.0492 -0.8163 -0.8914
C 2.9731 -4.1465 -0.9827
C 2.8764 2.7367 -2.4246
C -3.8228 3.4108 2.8566
C -4.5132 -2.8581 -0.5866
C 4.1875 -4.6525 1.1192
C 1.1811 -2.5032 -2.7195
C -3.3508 2.2945 3.7495
C -0.0303 4.9563 1.1294
C 2.1557 -4.7418 -2.2039
C -2.2484 3.6695 0.9205
C -1.5153 0.5231 -1.3969
C 1.3341 0.1975 1.6851
C 3.5628 0.7681 -0.3299
C -1.2018 4.5938 0.2676
C -4.1121 -1.7798 0.4615
C -2.7311 4.2967 2.1197
H 1.0961 -4.2086 -4.0609
H -3.9238 0.1010 -0.8563
H -0.6703 0.4200 -1.8124
H 3.6100 -4.0287 1.8474
H -3.1394 5.1865 1.8940
H 2.0436 2.3732 1.5289
H 0.4583 4.2208 1.5970
H -4.1375 1.4991 4.1930
H 2.5891 -3.4165 -3.8684
H 2.4570 -5.6986 0.2197
H 1.7839 -1.8125 -1.9775
H 1.2813 -5.0555 -1.8085
H -2.8550 2.6527 4.6421
H -1.9981 -1.4644 -1.7052
H 4.7342 2.7547 0.1344
H 2.2530 -0.0681 2.1437
H 2.5807 1.8210 -3.0438
H 2.0693 -3.3516 -0.5483
H -3.5079 -2.3689 1.3751
H -2.5645 1.5807 3.2231
H 2.8601 3.3199 -0.3765
H -1.9728 0.9973 -2.2188
H -0.2959 5.5402 1.9625
H -1.4276 1.3670 -0.9329
H 3.4718 -0.2709 0.1512
H -1.9183 4.4927 2.8444
H 3.8007 -3.3308 -1.4117
H -3.3564 0.2202 0.5116
H 0.7492 2.0011 0.7500
H 0.8166 5.5764 0.7626
H 1.2064 2.9487 -0.9979
H -3.6820 -3.2642 -1.1861
H -4.6248 3.0446 2.0577
H 0.1950 -2.5096 -2.1304
H -4.7550 -4.3293 1.0172
H -1.7524 2.6813 1.0785
H -1.7080 5.7128 0.1240
H -5.0373 -1.4362 0.8387
H -5.1311 -4.7470 -0.6387
H 0.4332 0.3111 2.4468
H -4.3946 4.1567 3.5594
H -2.9575 3.6850 0.2066
H 4.9879 1.4713 1.3601
H 3.8839 2.7352 -2.1562
H 3.8013 0.5461 -1.4623
H -6.2829 -3.5893 0.1981
H 4.5775 -5.3595 1.8842
H -1.2638 -1.1380 -0.0550
H 2.9040 -5.4473 -2.5987
H 2.5117 3.4043 -3.0048
H 3.8452 -5.9276 -0.7061
H 0.8440 -1.9919 -3.6033
H 1.0228 -0.6160 0.9280
H -5.2040 -2.4001 -1.2782
H 5.6715 1.2416 -0.2911
H 5.0645 -4.0677 0.9450
H -0.9357 4.0704 -0.7897
*
```

***

Look up the E_LUMO of the second one. 0.19 eV